Entry 1:
The following is a quantum chemistry calculation of a 2-piece molecular cluster, C3H10N3 overall at a distorted geometry, from the Open Molecules 2025 dataset.

```
16
Properties=species:S:1:pos:R:3:forces:R:3:lowdin_charge:R:1
C 1.124943 -1.123625 -0.694551 -1.079 -0.794 0.216 -0.06
C 0.323632 -1.936172 0.034891 0.131 0.401 0.162 -0.28
N -0.926342 -2.459849 -0.366945 1.419 0.697 -0.018 0.05
H 0.821315 -0.780441 -1.695815 0.299 -0.300 0.388 0.06
H 2.114533 -0.921541 -0.331364 0.252 0.183 -0.045 0.04
H 0.626280 -2.248297 1.059971 -0.168 0.147 -0.924 0.12
H -1.220389 -2.081628 -1.245574 -0.143 -0.023 -0.626 0.07
H -1.633065 -2.284204 0.305905 -0.720 -0.343 0.785 0.06
N 0.758522 2.379350 0.012201 0.636 -0.347 -0.190 0.19
C -0.283949 1.574205 -0.044423 0.296 0.148 0.718 -0.19
N -1.062024 1.323374 0.983366 0.498 0.440 0.432 0.20
H 1.112561 2.741700 0.905082 -0.322 -0.163 -0.611 0.15
H 1.434094 2.372209 -0.767288 -0.728 0.136 0.636 0.16
H -0.521740 1.098194 -0.980053 -0.033 0.052 -0.174 0.14
H -1.829636 0.681038 0.899454 -0.110 -0.035 -0.084 0.13
H -0.838739 1.665693 1.925143 -0.228 -0.200 -0.665 0.16
```
Forces are in eV/Å.

Values from the calculation:
highest occupied orbital energy = -12.24 eV
calculated total energy = -7736.5830 eV
total charge = +1
E_LUMO = -3.80 eV

Entry 2:
The following is a quantum chemistry calculation of a 3-piece molecular cluster, C4H8O3 overall at a distorted geometry, from the Open Molecules 2025 dataset.

```
15
Properties=species:S:1:pos:R:3:forces:R:3:lowdin_charge:R:1
C -0.431236 -0.178643 -0.085507 -0.153 -0.331 0.394 -0.21
C -0.345199 0.565035 1.227272 0.042 0.002 -0.085 -0.03
C 0.815347 -1.838800 0.309887 -0.386 0.699 -0.223 0.02
C 0.565827 -0.140776 -1.010243 0.837 -0.039 -0.558 -0.19
O -1.380730 1.206789 -1.271977 0.303 0.178 0.250 -0.33
O -0.643730 2.443741 -1.010024 -0.121 -0.410 -0.119 -0.17
O 1.380825 -0.011525 -1.804858 -0.511 -0.112 0.473 0.28
H -0.513983 2.775060 -1.907839 -0.030 -0.042 0.105 0.07
H -1.290144 -0.786431 -0.329738 0.032 0.030 -0.084 0.15
H 0.678440 0.849995 1.462248 -0.021 -0.019 -0.035 0.10
H -0.729261 -0.067914 2.026218 0.013 0.010 -0.047 0.09
H -0.949539 1.463651 1.135458 -0.001 -0.023 -0.040 0.09
H 0.873745 -2.536424 -0.522290 -0.001 0.045 0.001 0.05
H 0.176985 -2.210113 1.105687 0.019 0.009 -0.008 0.04
H 1.792652 -1.533644 0.675705 -0.022 0.003 -0.024 0.05
```
Forces are in eV/Å.

Values from the calculation:
highest occupied orbital energy (spin up / spin down) = -7.47 / -7.47 eV
calculated total energy = -10412.8558 eV
total charge = 0
E_LUMO (spin up / spin down) = 0.23 / 0.23 eV

Entry 3:
The following is a quantum chemistry calculation of one molecule with the formula C24H28N2O6S2, from the Open Molecules 2025 dataset.

```
62
Properties=species:S:1:pos:R:3:forces:R:3:lowdin_charge:R:1
C 3.365692 -0.112415 -0.587690 0.036 0.091 0.022 -0.03
C 2.335345 0.902355 -0.978535 -0.021 0.093 -0.032 -0.28
C 2.194710 1.308229 -2.300027 0.008 -0.014 0.054 -0.04
C 1.233883 2.234892 -2.662447 -0.005 0.164 0.143 -0.04
C 0.383038 2.782333 -1.710692 0.239 0.115 -0.011 -0.21
C -0.751127 3.689062 -2.114194 0.278 0.202 0.281 -0.12
N -1.995636 2.971066 -2.303083 -0.810 0.231 0.471 -0.22
C -2.121066 2.040774 -3.393313 -0.346 -0.438 0.010 -0.10
C -1.297126 0.795064 -3.256362 0.233 -0.191 -0.936 -0.27
C -0.662687 0.041852 -4.200714 -0.432 0.410 0.359 -0.03
C -0.059598 -1.037946 -3.509113 -0.120 -0.107 0.516 -0.05
C -0.369489 -0.858881 -2.198988 0.386 -0.513 -0.519 -0.11
O -1.123683 0.242937 -2.037205 -0.144 0.314 -0.065 0.01
S -3.238432 3.120081 -1.221965 0.049 -0.017 -0.133 0.69
O -3.112082 4.396669 -0.584347 0.275 -0.142 0.160 -0.28
O -4.448992 2.795484 -1.917492 0.121 -0.314 0.054 -0.27
C -2.926097 1.844289 0.003051 -0.197 0.347 -0.405 -0.24
C -3.192114 0.528475 -0.321614 -0.210 0.045 0.160 -0.04
C -2.716489 -0.476686 0.505677 -0.089 -0.102 0.028 -0.03
C -2.005782 -0.132091 1.638205 0.148 -0.388 0.100 -0.26
S -1.125906 -1.395143 2.545726 0.292 0.316 -0.482 0.66
O -1.371330 -1.290990 3.952963 0.059 0.296 0.068 -0.27
O -1.354621 -2.659026 1.897629 -0.055 0.184 -0.190 -0.29
N 0.423162 -0.839482 2.247268 -0.839 -0.327 0.177 -0.11
C 1.429159 -0.958246 3.278532 0.438 -0.255 0.274 -0.17
C 2.155502 -2.316799 3.219849 -0.032 0.222 0.471 -0.30
C 1.344196 -3.467346 3.828902 0.116 0.040 -0.222 -0.12
C 1.668814 -4.635043 2.900496 0.051 0.214 -0.121 -0.14
C 1.787628 -3.910973 1.563971 -0.145 -0.436 -0.157 -0.19
O 2.401817 -2.661266 1.857339 0.078 0.271 -0.008 -0.13
C -1.830133 1.184969 2.018362 -0.125 0.232 -0.031 -0.04
C -2.298306 2.188446 1.186537 -0.038 -0.023 0.276 -0.06
C 0.555080 2.413861 -0.383478 0.027 0.146 -0.102 -0.02
C 1.511716 1.484415 -0.022533 0.033 -0.003 -0.057 -0.03
H 2.998000 -0.772400 0.195805 0.028 -0.105 0.046 0.06
H 4.255414 0.390280 -0.206997 0.103 -0.048 0.034 0.09
H 3.659809 -0.713224 -1.444824 0.052 -0.092 -0.026 0.08
H 2.837423 0.884929 -3.058594 0.061 -0.079 -0.075 0.12
H 1.137675 2.526891 -3.698522 -0.026 0.031 -0.114 0.12
H -0.506854 4.208217 -3.049428 -0.072 -0.010 0.101 0.13
H -0.958543 4.431430 -1.342221 0.232 0.083 -0.146 0.12
H -3.186575 1.792786 -3.442409 0.177 -0.036 -0.254 0.12
H -1.844018 2.533309 -4.333863 -0.050 -0.064 0.103 0.14
H -0.627956 0.229545 -5.254079 -0.012 0.132 -0.241 0.11
H 0.522735 -1.829039 -3.934002 0.148 -0.210 -0.009 0.10
H -0.132272 -1.419386 -1.316996 0.007 -0.034 0.204 0.12
H -3.744707 0.308021 -1.220512 -0.011 -0.134 -0.107 0.13
H -2.854427 -1.520939 0.273884 -0.037 -0.090 -0.118 0.12
H 0.772173 -1.210989 1.372858 -0.066 -0.056 -0.257 0.09
H 0.927510 -0.838236 4.238985 0.215 0.074 0.077 0.12
H 2.150886 -0.146842 3.139390 -0.101 -0.024 0.045 0.12
H 3.130858 -2.216516 3.717031 -0.156 0.003 -0.031 0.15
H 1.618592 -3.651108 4.864977 -0.040 0.042 0.053 0.12
H 0.279859 -3.234795 3.778907 0.060 -0.126 0.126 0.09
H 0.893097 -5.395395 2.887935 -0.020 -0.087 0.009 0.12
H 2.622337 -5.090039 3.173439 -0.012 -0.052 -0.019 0.12
H 2.418925 -4.422315 0.834767 -0.073 0.000 0.038 0.12
H 0.788441 -3.750042 1.137054 0.131 -0.033 0.007 0.10
H -1.307030 1.400746 2.935978 0.086 0.162 0.089 0.12
H -2.179483 3.234598 1.423505 0.101 0.072 0.094 0.12
H -0.071344 2.858563 0.373232 -0.009 0.044 0.066 0.10
H 1.610429 1.199031 1.013986 0.021 -0.025 0.151 0.10
```
Forces are in eV/Å.

Values from the calculation:
highest occupied orbital energy = -8.45 eV
calculated total energy = -62276.5797 eV
SMILES string = Cc1ccc(CN(Cc2ccco2)S(=O)(=O)c2ccc(S(=O)(=O)NC[C@H]3CCCO3)cc2)cc1
total charge = 0
E_LUMO = 0.11 eV